Entry 1:
The following is a DFT calculation (the ωB97M-V functional and the def2-TZVPD basis) of 2 unconnected molecules or ions with the total composition C2H8O2.

XYZ file:
```
12
C2H8O2, DFT the ωB97M-V functional and the def2-TZVPD basis
C -1.66115 -0.26868 -3.23094
O -1.45740 -0.49910 -1.81008
H -0.87646 0.47316 -3.46342
H -1.60334 -1.18642 -3.83233
H -2.64919 0.29502 -3.32663
H -1.08598 -1.22398 -1.42083
C 1.85622 0.17366 2.72626
O 0.67911 0.64757 3.22046
H 2.19265 -0.64508 3.53049
H 1.60443 -0.26677 1.74570
H 2.64895 0.92973 2.63658
H 0.35215 1.57089 3.22475
```

Computed properties:
highest occupied orbital energy	-10.0759	eV
LUMO	0.0322	Eh
SMILES	CO.CO
multiplicity	1
energy above the lowest of the compared OMol25 structures with the same formula, charge and spin	40.8	kcal per mole
F_max	4.7	eV/Å
frontier orbital gap	10.9507	eV

=====

Entry 2:
The following is a DFT calculation (the ωB97M-V functional and the def2-TZVPD basis) of 2 unconnected molecules or ions with the total composition C4H10N3.

XYZ file:
```
17
C4H10N3, DFT the ωB97M-V functional and the def2-TZVPD basis
C -2.40691 1.02762 0.35074
C 0.00099 0.56388 1.32283
C -1.10732 0.67277 0.32347
C -0.84705 0.11842 -1.08732
N -3.57126 1.17005 0.23819
N 1.21428 0.10654 1.13718
N 2.50157 -1.48039 -0.41977
H -0.13134 1.08791 2.20830
H -0.16658 0.69992 -1.60467
H -1.75022 0.31900 -1.67567
H -0.75561 -0.94342 -1.00176
H -4.46661 1.60437 -0.15591
H 1.60535 -0.26308 0.23425
H 1.72585 0.36024 2.00178
H 2.71257 -2.35200 0.00553
H 3.43408 -0.99318 -0.59159
H 2.00821 -1.69864 -1.28559
```

Computed properties:
highest occupied orbital energy	-12.8045	eV
LUMO	-0.1377	Eh
multiplicity	1
charge	+1
energy above the lowest of the compared OMol25 structures with the same formula, charge and spin	59.8	kcal per mole
F_max	4.5	eV/Å
frontier orbital gap	9.0576	eV

=====

Entry 3:
The following is a DFT calculation (the ωB97M-V functional and the def2-TZVPD basis) of 14 unconnected molecules or ions with the total composition H27O17S.

XYZ file:
```
45
H27O17S, DFT the ωB97M-V functional and the def2-TZVPD basis
O 12.11840 20.48677 50.29085
H 11.19028 21.04285 50.63215
H 12.29707 20.58620 49.49481
H 12.98039 20.75640 50.74261
S 12.22559 21.69231 46.77044
O 13.13236 22.74622 46.98755
O 12.59510 21.01471 45.53868
O 12.37117 20.77689 47.83483
O 10.87565 22.24830 46.82147
O 14.73969 20.04632 44.55391
H 13.87576 20.57982 44.88072
H 14.42864 19.42899 43.77968
O 10.44261 24.19667 48.31078
H 10.49227 23.57899 47.68466
H 11.29547 24.45763 48.66163
O 10.22402 24.34679 44.76055
H 9.20254 24.32592 44.82907
H 10.38826 23.88820 45.56456
O 8.32743 22.24894 46.71721
H 8.03337 22.21231 45.83180
H 9.31360 22.30019 46.84663
O 15.46883 22.49906 47.90000
H 15.90063 23.35340 47.92936
H 14.60632 22.55509 47.31683
O 9.94634 22.21083 50.09726
H 9.13335 21.73202 49.84916
H 10.03206 22.96076 49.50209
O 11.88531 18.96851 44.21582
H 11.05094 18.63674 44.51231
H 12.02031 19.75143 44.64898
O 12.02904 22.46460 43.47555
H 11.45939 23.15891 43.84934
H 12.30981 21.91705 44.19729
O 14.29543 24.21763 45.22111
H 14.14180 23.53397 45.92566
H 14.36823 24.98946 45.74026
O 13.01593 24.86691 48.83494
H 13.34793 24.20794 48.25511
H 13.73947 24.79663 49.58613
O 14.29555 18.75836 48.36119
H 14.91017 18.94441 47.68456
H 13.74624 19.58591 48.33043
O 10.31968 18.94740 47.52627
H 10.26719 19.12536 46.52063
H 11.00558 19.63378 47.81606
```

Computed properties:
highest occupied orbital energy	-6.6460	eV
LUMO	0.0500	Eh
multiplicity	1
charge	-1
energy above the lowest of the compared OMol25 structures with the same formula, charge and spin	23.9	kcal per mole
F_max	15.6	eV/Å
frontier orbital gap	8.0072	eV

=====

Entry 4:
The following is a DFT calculation (the ωB97M-V functional and the def2-TZVPD basis) of 2 unconnected molecules or ions with the total composition C5H7N.

XYZ file:
```
13
C5H7N, DFT the ωB97M-V functional and the def2-TZVPD basis
C 1.66427 0.06771 -0.07468
C 0.47389 0.17041 -0.70152
C -0.34411 -1.03155 -0.69249
N -1.51848 -0.65927 -0.29097
C -1.67462 0.79667 -0.02822
C -0.45629 1.25828 -0.46558
H 0.29685 0.02650 1.65753
H 2.17980 -0.87610 0.06689
H 2.16533 0.96126 0.28973
H -0.04979 -2.05398 -0.88897
H -2.27307 -1.31369 -0.11399
H -0.36492 0.38216 1.56021
H -0.09884 2.27158 -0.31793
```

Computed properties:
highest occupied orbital energy	-7.9241	eV
LUMO	-0.0211	Eh
multiplicity	1
energy above the lowest of the compared OMol25 structures with the same formula, charge and spin	123.7	kcal per mole
F_max	1.1	eV/Å
frontier orbital gap	7.3502	eV

=====

Entry 5:
The following is a DFT calculation (the ωB97M-V functional and the def2-TZVPD basis) of a gas-phase ion, C9H13N2S2 (charge +1).

XYZ file:
```
26
C9H13N2S2, DFT the ωB97M-V functional and the def2-TZVPD basis
C -4.38589 -0.09947 -0.27240
C -4.29990 -1.41702 -0.36599
C -2.16798 -0.33396 -0.05390
C 2.78403 -0.99825 -0.46426
C -0.39037 0.01428 0.10135
C 2.02390 -1.04866 0.60849
C 2.36034 -1.06556 -1.93030
C 2.40859 -1.04897 2.04711
C -3.01222 1.93083 0.01961
N -0.05491 1.14784 0.29044
N -3.14575 0.48708 -0.08474
S -2.66174 -1.89367 -0.29213
S 0.27019 -1.58330 0.35733
H -5.19641 0.66559 -0.40441
H -5.11500 -2.01236 -0.67913
H 3.75003 -0.77309 -0.11375
H 3.25843 -1.23735 -2.47626
H 1.59948 -1.87985 -1.98593
H 1.84769 -0.16674 -2.12824
H 2.00637 -0.09525 2.35858
H 1.97166 -1.90338 2.48044
H 3.48760 -0.94740 2.04905
H -2.09670 2.10864 -0.49230
H -3.97844 2.35096 -0.44167
H -2.96884 2.18370 1.06707
H 0.92227 1.52533 0.53264
```

Computed properties:
highest occupied orbital energy	-12.7893	eV
LUMO	-0.1325	Eh
multiplicity	1
charge	+1
energy above the lowest of the compared OMol25 structures with the same formula, charge and spin	49.1	kcal per mole
F_max	5.2	eV/Å
frontier orbital gap	9.1850	eV

=====

Entry 6:
The following is a DFT calculation (the ωB97M-V functional and the def2-TZVPD basis) of C6H7ClN2O2 in the gas phase.

XYZ file:
```
18
C6H7ClN2O2, DFT the ωB97M-V functional and the def2-TZVPD basis
C -1.17112 1.38704 0.14907
C 0.73611 0.11806 -0.78205
C -1.69869 0.27071 0.66426
C 0.10303 1.36110 -0.49516
C 0.16509 -1.21208 -0.32338
C 0.95967 -2.00354 0.64170
N -1.26673 -0.98487 0.36973
N 0.77462 2.53697 -0.89174
O 0.15662 3.52376 -1.00109
O 2.02574 2.49095 -0.92062
Cl -0.15281 -2.32459 -1.76317
H -1.60041 2.37922 0.39905
H 1.66381 0.13518 -1.15221
H -2.57263 0.44098 1.38841
H 1.86764 -2.37781 0.33054
H 0.37165 -2.79840 1.15944
H 1.15551 -1.16469 1.34321
H -1.51710 -1.77800 0.88400
```

Computed properties:
highest occupied orbital energy (spin up / spin down)	-8.4210 / -8.4216	eV
LUMO (spin up / spin down)	-0.0293 / -0.0293	Eh
SMILES	C[C@]1(Cl)C=C([N+](=O)[O-])C=CN1
multiplicity	1
energy above the lowest of the compared OMol25 structures with the same formula, charge and spin	101.7	kcal per mole
F_max	6.2	eV/Å
frontier orbital gap (spin up / spin down)	7.6238 / 7.6239	eV

=====

Question: Number 1 is which compound?
Answer: C2H8O2

=====

What did the sixth record say?
The following is a DFT calculation (the ωB97M-V functional and the def2-TZVPD basis) of C6H7ClN2O2 in the gas phase.

XYZ file:
```
18
C6H7ClN2O2, DFT the ωB97M-V functional and the def2-TZVPD basis
C -1.17112 1.38704 0.14907
C 0.73611 0.11806 -0.78205
C -1.69869 0.27071 0.66426
C 0.10303 1.36110 -0.49516
C 0.16509 -1.21208 -0.32338
C 0.95967 -2.00354 0.64170
N -1.26673 -0.98487 0.36973
N 0.77462 2.53697 -0.89174
O 0.15662 3.52376 -1.00109
O 2.02574 2.49095 -0.92062
Cl -0.15281 -2.32459 -1.76317
H -1.60041 2.37922 0.39905
H 1.66381 0.13518 -1.15221
H -2.57263 0.44098 1.38841
H 1.86764 -2.37781 0.33054
H 0.37165 -2.79840 1.15944
H 1.15551 -1.16469 1.34321
H -1.51710 -1.77800 0.88400
```

Computed properties:
highest occupied orbital energy (spin up / spin down)	-8.4210 / -8.4216	eV
LUMO (spin up / spin down)	-0.0293 / -0.0293	Eh
SMILES	C[C@]1(Cl)C=C([N+](=O)[O-])C=CN1
multiplicity	1
energy above the lowest of the compared OMol25 structures with the same formula, charge and spin	101.7	kcal per mole
F_max	6.2	eV/Å
frontier orbital gap (spin up / spin down)	7.6238 / 7.6239	eV

=====

Question: Which value of F_max does entry 2 give?
Answer: 4.5 eV/Å

=====

Question: F_max of number 6 (C6H7ClN2O2)?
Answer: 6.2 eV/Å